1.
67
Properties=species:S:1:pos:R:3 method="wB97M-V/def2-TZVPD" e_tot_ha=-965.776046 lumo_energy_ev=0.37 orbital_gap_ev=10.0 e_above_lowest_ev=0.3672 max_force_ev_per_a=4.304 multiplicity=1
O 0.19268 0.04582 -0.62833
H -0.70639 -0.18498 -0.87327
H 0.35203 -0.13863 0.30020
H 0.84350 -0.43059 -1.14899
N 3.53158 -2.90549 -0.03728
H 4.50529 -2.86911 -0.30315
H 3.46483 -2.42821 0.85032
H 3.22284 -3.86311 0.05066
H 2.98340 -2.36237 -0.68890
B 2.19629 -1.25967 -1.88946
H 1.55761 -0.97106 -2.70985
H 2.51920 -0.40486 -1.31564
H 1.64028 -1.86175 -1.18761
H 3.05278 -1.78980 -2.27627
B 0.26950 -0.90130 1.95190
H -0.78825 -1.03713 1.78775
H 0.47969 -1.28996 2.93629
H 0.79340 -1.49466 1.21862
H 0.57287 0.12420 1.80852
C -3.64744 -0.40296 0.53029
C -3.01170 -1.41177 -0.49849
C -4.09927 -2.17523 -1.18579
O -2.16070 -0.72840 -1.39496
H -2.87588 0.23383 0.96306
H -4.17548 -0.96258 1.30237
H -4.38412 0.25059 0.06309
H -2.34035 -2.03600 0.09118
H -3.66038 -2.86699 -1.90478
H -4.83416 -1.62310 -1.77160
H -4.51352 -2.96822 -0.56314
H -2.66056 -0.27234 -2.07595
C -1.15496 2.92146 1.11331
C -0.75541 4.38652 1.21484
C 0.71345 4.66067 0.69096
O -1.66263 5.21531 0.52400
H -2.09538 2.84190 1.65862
H -0.48937 2.22609 1.62474
H -1.37245 2.69635 0.06921
H -0.79508 4.58260 2.28632
H 0.80310 4.54873 -0.38957
H 1.47785 4.00144 1.10230
H 1.00320 5.69550 0.87331
H -1.31690 6.08872 0.72208
C 4.19186 -3.14343 3.77816
C 3.05504 -2.17955 3.64616
C 3.29617 -1.00709 4.51707
O 3.04967 -1.69554 2.30877
H 4.27086 -3.56475 4.78033
H 5.16138 -2.66754 3.63100
H 4.05021 -3.98117 3.09535
H 2.09375 -2.64020 3.87380
H 3.19610 -1.20769 5.58377
H 2.61864 -0.16029 4.40767
H 4.29275 -0.56606 4.49656
H 2.21562 -1.22067 2.28782
C -1.55470 2.42707 -3.59377
C -2.36215 1.26100 -4.27277
C -1.58756 0.06128 -4.68663
O -3.39323 0.83802 -3.39554
H -0.70285 2.72617 -4.20450
H -1.16922 2.09121 -2.63111
H -2.20082 3.24650 -3.27888
H -2.79472 1.83895 -5.08944
H -1.03473 -0.40323 -3.87010
H -0.92518 0.40557 -5.48087
H -2.29055 -0.67238 -5.08115
H -4.15134 1.33434 -3.71259


2.
83
Properties=species:S:1:pos:R:3 method="wB97M-V/def2-TZVPD" e_tot_ha=-2569.973914 lumo_energy_ev=-3.38 orbital_gap_ev=8.7 total_charge=+1 max_force_ev_per_a=1.316 multiplicity=1
C -3.49884 -0.10046 0.06907
C -2.80073 -1.43387 0.46001
B -1.28517 -1.24098 0.70329
O -0.56701 -1.83336 1.68661
N -0.51192 -0.30404 -0.20069
C -0.62252 -0.30636 -1.56919
C 0.18425 0.66559 -2.07160
C 0.45554 1.15577 -3.41732
I 0.99162 3.20365 -3.47620
C 0.43945 0.48032 -4.56406
C 0.67064 1.07011 -5.91731
I 0.21307 -1.59723 -4.53347
N 0.77312 1.24296 -0.95025
C 0.34680 0.64927 0.16817
C 0.72362 0.99075 1.56205
C 0.92847 2.50406 1.71564
O 0.43675 2.86879 2.99676
C 0.07596 4.18370 3.14199
C 1.04404 5.22741 2.67859
O -0.97823 4.43280 3.63783
H -4.39132 0.03980 0.66448
H -2.86285 0.76646 0.21260
H -3.81783 -0.10925 -0.97031
H -3.26388 -1.91315 1.31695
H -2.89434 -2.14537 -0.36739
H -0.85549 -2.74351 1.84412
H -1.27779 -0.95959 -2.10992
H 1.68115 1.46260 -6.01397
H -0.01614 1.89823 -6.08693
H 0.47424 0.34351 -6.69626
H 1.43349 2.00698 -0.95996
H -0.12387 0.73118 2.19042
H 1.62145 0.46490 1.87652
H 0.37281 3.04966 0.94808
H 1.97839 2.77320 1.58616
H 2.01809 4.80386 2.45205
H 1.18208 5.97498 3.45040
H 0.63696 5.66827 1.77305
O 3.30700 -0.74230 -1.49199
H 3.93538 -0.34584 -2.10733
H 2.52333 -0.18326 -1.53392
O 1.90877 -1.41404 3.12362
H 1.37809 -1.80315 2.42132
H 2.15844 -2.16857 3.66739
O -1.46271 5.54993 6.48050
H -2.39278 5.32555 6.57293
H -1.19766 5.15343 5.64331
O -0.07723 7.70379 0.88545
H -0.09498 8.64651 1.08076
H -0.90620 7.37680 1.25142
O -1.70324 -5.12938 -0.00054
H -2.55950 -5.50553 0.22392
H -1.29635 -5.77972 -0.58743
O 1.87115 -4.23640 2.18885
H 2.08969 -5.17529 2.14100
H 1.97598 -3.93823 1.27871
O -4.15779 2.27283 1.77431
H -3.53965 1.93215 2.42978
H -4.23716 3.20495 2.00609
O 0.67751 -4.96685 4.83472
H 0.79053 -5.92172 4.86421
H 0.91767 -4.70045 3.93958
O -1.05416 -5.26642 -2.83101
H -0.59505 -4.46916 -2.54973
H -1.26880 -5.12691 -3.75879
O -1.46144 -2.88699 4.37036
H -0.95927 -2.11445 4.64844
H -0.84685 -3.62491 4.48397
O 2.69463 -3.13649 -2.54377
H 3.15266 -2.35577 -2.20401
H 2.56896 -2.95409 -3.48192
O 1.20980 -5.98987 -0.78027
H 1.46319 -6.45805 -1.58290
H 1.44901 -5.07537 -0.96685
O 1.58252 4.02531 -7.02669
H 1.24357 4.40524 -6.21065
H 1.14636 4.51371 -7.73324
O -4.38759 -3.79639 4.21558
H -3.58507 -3.29019 4.39719
H -4.06301 -4.65854 3.94184
O 4.35518 2.75296 -7.31293
H 4.98929 3.12352 -7.93357
H 3.54375 3.25599 -7.45772


3.
75
Properties=species:S:1:pos:R:3 method="wB97M-V/def2-TZVPD" e_tot_ha=-1493.545859 lumo_energy_ev=-10.97 orbital_gap_ev=4.5 total_charge=+3 e_above_lowest_ev=0.0000 max_force_ev_per_a=3.081 multiplicity=1
N 1.29915 3.99631 1.47112
H 2.27440 4.29125 1.56524
H 1.31668 2.94143 1.24459
H 0.89225 4.52116 0.68839
H 0.78749 4.25688 2.31977
Ba 2.28698 -0.47252 2.91199
Ba 4.53687 1.98330 0.11298
O 0.56610 -1.41563 1.13851
C 0.11987 -0.41612 0.27180
C 1.10288 0.62140 -0.25978
O 1.94779 1.38512 0.63789
H -0.70633 0.15658 0.75038
H -0.37020 -0.87941 -0.59889
H 0.52710 1.33416 -0.86759
H 1.71631 0.10011 -1.01888
C -2.29191 3.20205 0.31472
O -3.63257 3.12224 -0.06259
H -1.85113 4.04553 -0.22449
H -2.17476 3.37922 1.39481
H -1.73857 2.29478 0.01246
H -4.11028 2.51989 0.51616
C -3.35188 -1.16280 -1.27756
O -4.61855 -1.07840 -1.87077
H -2.65128 -1.80689 -1.83140
H -2.94726 -0.15132 -1.21256
H -3.38004 -1.60679 -0.27010
H -4.90530 -1.96149 -2.12190
C 0.55514 -1.40483 -3.98451
O 1.58830 -2.01903 -4.75490
H -0.37942 -1.88946 -4.23847
H 0.79271 -1.48879 -2.91244
H 0.46807 -0.33326 -4.20750
H 2.44177 -1.75652 -4.40256
C -0.92479 1.63055 3.65952
O -0.12909 0.52913 4.12831
H -0.64172 2.55453 4.18024
H -0.69103 1.77169 2.60408
H -1.97915 1.43472 3.82396
H -0.52184 0.19861 4.94507
C -0.05806 -4.37392 -1.20589
O 0.61207 -4.01464 0.00463
H -0.94372 -3.74917 -1.36625
H 0.60834 -4.24894 -2.06190
H -0.40439 -5.39902 -1.11957
H 0.37989 -3.11080 0.25221
C -2.65575 -1.70221 2.78836
O -1.90073 -2.66302 2.07847
H -2.97009 -0.86404 2.14241
H -3.56382 -2.18206 3.13867
H -2.08234 -1.27397 3.62025
H -1.10557 -2.23706 1.73365
C 2.32084 4.28675 -2.22426
O 3.46366 4.17726 -1.28153
H 2.66102 4.12710 -3.24415
H 1.61063 3.51725 -1.94185
H 1.89988 5.28697 -2.16089
H 4.10361 4.86845 -1.49869
C 0.60966 -4.06362 4.31024
O 0.88778 -2.72564 3.78893
H 1.51019 -4.66993 4.27064
H 0.28351 -3.96585 5.34199
H -0.18870 -4.51906 3.73244
H 0.47701 -2.70601 2.90561
C -1.47906 2.28953 -2.99444
O -0.95409 2.03894 -4.26818
H -2.35635 2.94105 -2.94447
H -1.80607 1.35732 -2.49967
H -0.71388 2.69636 -2.32154
H -1.68276 1.90054 -4.88201
C 3.51078 -2.52122 -0.95266
O 4.33575 -1.29765 -0.84369
H 3.73490 -2.96394 -1.91595
H 3.73484 -3.21861 -0.15008
H 2.45115 -2.27290 -0.90963
H 4.44712 -1.17156 0.10373